1.
C2H7S | wB97M-V/def2-TZVPD

The HOMO energy is -2.002 eV. As for the HOMO-LUMO gap: 6.3 eV. For the energy above the lowest of the compared OMol25 structures with the same formula, charge and spin, the calculation gives 10.6 kcal per mole. The charge is -1.

Last column: natural (NBO) charge in e.
Atoms and positions in Å:
C 0.7114 0.4691 2.4750  -0.86
H -0.1864 0.8054 2.9920  0.19
H 0.9798 1.2038 1.7093  0.24
H 1.5144 0.2950 3.1828  0.18
H 0.4508 -0.4291 1.9150  0.24
C -0.7443 -0.5640 -2.5521  -0.74
S -0.0661 0.6184 -1.3032  -0.76
H -1.5141 -1.2288 -2.1202  0.16
H 0.0848 -1.1484 -2.9329  0.17
H -1.2303 -0.0214 -3.3658  0.17

=====

2.
C2H7S | wB97M-V/def2-TZVPD

The HOMO energy is -1.958 eV. As for the HOMO-LUMO gap: 4.6 eV. For the energy above the lowest of the compared OMol25 structures with the same formula, charge and spin, the calculation gives 32.0 kcal per mole. The charge is -1.

Last column: natural (NBO) charge in e.
Atoms and positions in Å:
C -2.3137 -1.0614 4.9152  -0.88
H -2.9014 -0.8071 5.7485  0.21
H -2.7237 -2.0533 4.7815  0.21
H -1.3601 -1.1720 5.4237  0.23
H -2.7047 -0.3170 4.0974  0.24
C 2.3919 1.0665 -5.0338  -0.76
S 2.7991 2.3447 -3.8470  -0.70
H 2.1094 -0.0102 -4.6601  0.14
H 1.4583 1.1449 -5.7014  0.15
H 3.2448 0.8649 -5.7240  0.17

=====

3.
C2H7S2 | wB97M-V/def2-TZVPD

The HOMO energy is -3.128 eV. As for the HOMO-LUMO gap: 7.0 eV. For the energy above the lowest of the compared OMol25 structures with the same formula, charge and spin, the calculation gives 8.4 kcal per mole. The charge is -1.

Last column: natural (NBO) charge in e.
Atoms and positions in Å:
S -1.8343 1.9776 1.4828  -0.76
H -2.4935 2.8452 0.7102  0.11
C 1.2338 -1.1073 0.0972  -0.62
C 0.4749 -0.1960 -0.8539  -0.49
S -1.3690 -0.5049 -0.6222  -0.39
H 0.9177 -0.9517 1.1316  0.21
H 2.3133 -0.9235 0.0692  0.18
H 0.9635 -2.1549 -0.0486  0.20
H 0.6193 0.8692 -0.6670  0.21
H 0.8001 -0.3852 -1.8818  0.18
H -1.6256 0.5316 0.5824  0.18

=====

4.
C2H7S3 | wB97M-V/def2-TZVPD

The HOMO energy is -2.392 eV. As for the HOMO-LUMO gap: 5.9 eV. For the energy above the lowest of the compared OMol25 structures with the same formula, charge and spin, the calculation gives 3.4 kcal per mole. The charge is -1.

Last column: natural (NBO) charge in e.
Atoms and positions in Å:
C 0.7563 1.8490 -1.0297  -0.73
S 0.7484 2.9882 0.3778  -0.16
H 1.2019 2.3372 -1.9052  0.19
H -0.2661 1.5899 -1.2742  0.23
H 1.3256 0.9577 -0.7943  0.22
C -0.4861 -2.5402 0.3891  -0.75
S 0.0909 -1.0769 1.3057  -0.03
S -1.5267 0.1657 1.2209  -0.74
H -1.3383 -2.9328 0.9248  0.20
H -0.7478 -2.2623 -0.6265  0.20
H 0.3337 -3.2497 0.3417  0.19
H -0.0919 2.1742 1.0700  0.19

=====

5.
C2H8AgBrN4O2 | wB97M-V/def2-TZVPD

The HOMO energy is -9.540 eV. As for the HOMO-LUMO gap: 6.9 eV. For the energy above the lowest of the compared OMol25 structures with the same formula, charge and spin, the calculation gives 5.9 kcal per mole. The charge is 0.

Last column: natural (NBO) charge in e.
Atoms and positions in Å:
Ag 3.1848 -2.7994 -3.1761  0.82
Br 2.0471 -1.4018 -1.1061  -0.81
C -1.9991 1.5654 -1.7054  0.77
O -2.8385 2.2070 -1.1070  -0.65
N -2.0049 1.3960 -3.0680  -0.85
N -1.0137 0.8700 -1.0465  -0.87
H -2.7068 1.8861 -3.5880  0.41
H -1.2269 0.9645 -3.5280  0.38
H -1.0812 0.7644 -0.0518  0.41
H -0.1855 0.5387 -1.5093  0.39
C 0.8547 -0.8773 2.9782  0.77
O 0.5558 -1.1264 4.1350  -0.66
N 0.1142 -1.2848 1.9007  -0.86
N 1.9764 -0.1405 2.6646  -0.86
H -0.6467 -1.9066 2.0976  0.41
H 0.3906 -1.0799 0.9585  0.40
H 2.1582 0.1146 1.7114  0.39
H 2.4215 0.3100 3.4404  0.41

=====

6.
C2H8BN | wB97M-V/def2-TZVPD

The HOMO energy is -9.560 eV. As for the HOMO-LUMO gap: 10.4 eV. For the energy above the lowest of the compared OMol25 structures with the same formula, charge and spin, the calculation gives 20.4 kcal per mole. The charge is 0.

Last column: natural (NBO) charge in e.
Atoms and positions in Å:
B -0.9602 0.2899 0.3947  0.70
C 1.7861 0.1107 0.4179  -0.59
C 0.3721 0.0042 -0.4059  -0.78
N -2.1830 -0.1982 -0.3664  -1.09
H -0.9658 0.8888 1.4528  -0.09
H 1.8941 -0.7932 0.9758  0.20
H 2.6463 0.1479 -0.2706  0.20
H 1.8253 0.9476 1.0734  0.20
H 0.3941 0.7295 -1.2205  0.23
H 0.2007 -1.0390 -0.7560  0.23
H -2.8864 -0.7973 0.0476  0.39
H -2.1234 -0.2910 -1.3425  0.38

=====

7.
C2H8BO3P | wB97M-V/def2-TZVPD

The HOMO energy is -10.220 eV. As for the HOMO-LUMO gap: 10.0 eV. The charge is 0.

Last column: natural (NBO) charge in e.
Atoms and positions in Å:
C -1.7634 -0.7406 0.4704  -0.60
C -1.0121 -0.5406 -0.8726  -0.78
B 0.4891 -0.7879 -0.5344  0.26
P 1.5890 0.7323 -0.1609  2.08
O 2.1392 1.1776 -1.4458  -1.06
O 0.7597 1.8635 0.6345  -0.99
O 2.6698 0.3733 0.9597  -0.98
H -1.5898 0.1036 1.1372  0.21
H -2.8304 -0.8666 0.3041  0.23
H -1.4009 -1.6336 0.9856  0.21
H -1.1899 0.4613 -1.2704  0.22
H -1.3623 -1.2663 -1.6071  0.24
H 0.9456 -1.8840 -0.5192  -0.04
H -0.1002 2.0085 0.2277  0.50
H 2.6568 0.9995 1.6914  0.51

=====

8.
C2H8ClN2OP | wB97M-V/def2-TZVPD

The HOMO energy is -8.496 eV. As for the HOMO-LUMO gap: 9.5 eV. For the energy above the lowest of the compared OMol25 structures with the same formula, charge and spin, the calculation gives 35.4 kcal per mole. The charge is 0.

Last column: natural (NBO) charge in e.
Atoms and positions in Å:
C -2.8010 0.3971 -0.0531  -0.41
C -2.7254 -0.8981 -0.0150  -0.22
N 1.8495 -0.4688 1.1899  -1.18
N 1.1330 0.5965 -1.1223  -1.18
O 3.5986 -0.3993 -0.6628  -0.99
P 1.9609 -0.7781 -0.4795  1.31
Cl -1.2282 -1.7774 -0.0038  0.00
H -3.7533 0.9407 -0.2329  0.22
H -1.9269 0.9736 0.2399  0.21
H -3.6820 -1.4520 -0.2140  0.21
H 3.9169 -1.0057 -1.3917  0.49
H 1.0897 0.1328 1.5160  0.39
H 1.8848 -1.2520 1.7917  0.39
H 1.0860 0.5273 -2.1832  0.39
H 1.5940 1.4806 -0.9738  0.38

=====

Number 1: E_LUMO 4.3 eV. Number 2: E_LUMO 2.6 eV. Number 3: E_LUMO 3.9 eV. Number 4: E_LUMO 3.5 eV. Number 5: E_LUMO -2.7 eV. Number 6: E_LUMO 0.8 eV. Number 7: E_LUMO -0.2 eV. Number 8: E_LUMO 1.0 eV.